1.
# C3H9OPS

C3H9OPS in the gas phase (ωB97M-V/def2-TZVPD, the OMol25 dataset).

The geometry in XYZ format:
```
15
Properties=species:S:1:pos:R:3:forces:R:3
C 1.03242 1.34021 -1.52226 0.0 0.3 2.8
C -1.35896 -1.83835 -1.16371 3.1 0.0 0.3
C 0.19167 0.64430 2.82905 0.6 -1.4 -3.0
O 0.00552 0.35934 -1.29429 -0.2 1.3 -0.9
P 0.27450 -1.12348 -0.71810 -0.1 1.0 2.3
S -0.39148 -0.76338 1.56618 0.0 -0.6 0.3
H 0.73612 2.12136 -2.20882 -0.7 0.1 0.3
H 1.85645 0.89581 -1.95841 1.8 -1.2 -1.1
H 1.46339 1.75470 -0.51967 -1.2 -0.4 -1.6
H -2.13966 -1.18260 -1.09890 -2.0 1.7 0.3
H -1.08358 -2.01750 -2.17521 -0.4 -0.7 -1.2
H -1.47412 -2.72219 -0.60227 -0.4 -1.2 0.4
H 1.26055 0.63830 2.94697 0.4 -0.1 0.0
H -0.10766 1.41170 2.13240 -0.2 1.0 1.1
H -0.26516 0.48178 3.78704 -0.8 0.1 -0.1
```
Positions in Å, forces in eV/Å.

The charge is 0. Its SMILES is COP(C)SC. The HOMO-LUMO gap is 8.611 eV. The LUMO energy comes out at 0.522 eV.

These are the Löwdin partial charges, in e, on atoms 1 to 6: -0.14, -0.31, -0.37, -0.52, 0.71, 0.36

---

2.
# C23H43Br9O10S5

A molecular structure, C23H43Br9O10S5 (ωB97M-V/def2-TZVPD, the OMol25 dataset).

The geometry in XYZ format:
```
90
Properties=species:S:1:pos:R:3:forces:R:3
C -1.19822 4.22629 1.58805 -0.3 0.6 -0.6
Br -1.83133 3.82106 3.44688 -0.5 -0.5 1.1
Br 0.76358 4.63986 1.54439 0.9 -0.1 -0.2
Br -2.27774 5.66835 0.57091 -0.4 0.4 -0.4
H -1.42040 3.34046 0.99302 0.3 -0.2 0.0
C 0.87948 0.46525 0.58471 0.2 -0.1 0.7
Br 2.53049 1.52123 0.77043 -1.0 -0.8 -0.2
Br -0.28065 0.89935 2.10375 0.5 -0.6 -0.8
Br 1.32264 -1.48702 0.39911 -0.3 1.1 0.3
H 0.30841 0.68895 -0.31636 0.4 0.2 0.1
C 5.17695 2.77002 -0.81464 1.1 0.9 0.9
Br 6.48285 3.09971 -2.27037 -0.9 -0.2 0.6
Br 4.20243 4.41378 -0.35716 0.6 -0.8 -0.2
Br 6.23179 2.18652 0.80393 -0.8 0.2 -1.0
H 4.45724 1.98576 -1.04926 0.2 0.2 -0.2
C -0.45561 -4.05140 2.08333 0.3 -0.9 -0.9
C -1.97014 -3.93783 2.32212 0.2 -0.4 1.6
C -2.25581 -4.76621 3.59435 1.2 -0.7 1.0
S -1.05000 -6.20419 3.61029 -1.2 0.5 1.4
O -1.87772 -7.38814 3.23870 2.1 1.5 0.4
O -0.26540 -6.17105 4.87910 -1.3 -0.5 -2.3
C 0.00939 -5.51475 2.26520 -0.3 -0.5 0.2
H 0.14158 -3.35277 2.66931 -0.3 -0.2 0.3
H -0.27000 -3.80439 1.03804 0.1 0.2 0.0
H -2.55161 -4.28575 1.46835 0.0 0.3 0.0
H -2.11639 -2.90116 2.62549 -0.7 0.0 -0.6
H -3.19258 -5.21440 3.92555 -0.4 0.0 -1.1
H -2.00855 -4.21389 4.50094 0.5 0.4 -0.2
H -0.15630 -6.12526 1.37754 -0.3 0.1 0.0
H 1.05512 -5.66253 2.53484 -0.1 0.2 0.3
C 1.22531 4.34425 -2.46401 -0.6 0.6 0.5
C 2.07630 4.10526 -3.73430 -0.7 -1.3 0.3
C 1.15231 3.58205 -4.86976 0.4 -0.9 0.6
S -0.46347 3.19413 -4.12725 -1.6 1.4 0.7
O -0.84049 1.80212 -4.43138 0.3 1.5 0.0
O -1.34595 4.33947 -4.45816 0.9 -2.0 0.2
C -0.02885 3.37086 -2.32492 2.3 0.0 -1.8
H 0.97509 5.40381 -2.51710 -0.8 -0.1 0.3
H 1.86659 4.26451 -1.58623 -0.3 -0.2 0.0
H 2.74994 3.28225 -3.49563 0.2 0.1 -0.2
H 2.68085 4.98041 -3.97247 -0.3 0.0 -0.2
H 1.47758 2.58419 -5.16399 0.2 0.1 -0.2
H 1.04309 4.18783 -5.76932 -0.3 0.2 0.3
H 0.36921 2.39314 -2.05341 0.1 -0.2 -0.1
H -0.85069 3.56877 -1.63680 -0.1 0.7 -0.5
C -3.99795 1.07837 7.07661 -0.9 -0.7 -0.5
C -3.37092 1.42765 5.71916 0.5 1.2 -0.3
C -1.90930 1.03084 5.69184 -0.3 -1.6 1.4
S -2.06387 -0.65186 6.49848 3.1 -0.5 1.1
O -0.80919 -1.06815 7.20991 -2.7 1.3 -1.0
O -2.56129 -1.58282 5.53195 -0.5 -0.6 -1.1
C -3.48237 -0.33792 7.59499 0.9 2.5 -0.2
H -5.06854 1.22217 6.93079 -0.3 -0.9 0.1
H -3.83944 1.84700 7.83304 0.8 -0.1 0.0
H -3.42699 2.50658 5.57466 -0.1 0.1 0.0
H -3.88141 1.01172 4.85054 -0.1 -0.3 0.3
H -1.28196 1.59691 6.38040 0.0 0.2 -0.1
H -1.41602 0.90296 4.72829 -0.2 0.0 0.2
H -3.02629 -0.05917 8.54493 -0.2 -0.9 0.3
H -4.10967 -1.22932 7.59203 0.0 0.4 0.0
C -1.94766 -1.31723 -4.18074 1.5 0.4 0.4
C -3.47677 -1.29565 -4.14319 0.1 -0.1 0.2
C -3.95953 -0.23955 -3.10075 0.8 -0.2 -0.6
S -2.71820 -0.18657 -1.76677 0.4 0.6 1.2
O -3.06938 -1.03372 -0.59877 0.5 1.0 -2.2
O -2.40531 1.23449 -1.48991 -0.3 -2.1 -0.4
C -1.36826 -0.94823 -2.80243 0.5 0.7 0.9
H -1.52685 -0.63094 -4.91560 -0.5 0.8 0.3
H -1.45285 -2.20704 -4.56998 -0.7 -0.7 0.4
H -3.84002 -2.29879 -3.91992 -0.2 0.1 0.1
H -3.76375 -1.03602 -5.16218 -0.6 0.0 0.2
H -4.96276 -0.34586 -2.68804 0.2 -0.2 0.0
H -3.84748 0.74465 -3.55561 -0.1 0.1 0.1
H -0.81140 -1.65829 -2.19102 -0.9 -1.0 0.0
H -0.55876 -0.21932 -2.84121 -0.5 0.8 -0.5
C 5.37525 -1.66172 -3.39315 0.3 1.8 -0.9
C 4.47756 -2.03417 -2.23345 -0.8 0.8 -0.8
C 3.07052 -1.66352 -2.83462 0.1 -0.7 0.9
S 3.20528 -0.01988 -3.59395 1.1 1.4 0.4
O 2.84836 1.07499 -2.60950 0.4 -2.7 -2.3
O 2.66841 -0.04321 -4.96829 0.3 0.2 2.1
C 5.05967 -0.09873 -3.68484 -0.2 -1.5 0.6
H 5.11428 -2.26109 -4.26535 -0.5 0.1 -0.1
H 6.42242 -1.94523 -3.28761 0.2 0.7 0.5
H 4.59818 -1.44176 -1.32648 0.4 0.1 -0.1
H 4.68762 -3.07471 -1.98597 -0.8 -0.1 0.0
H 2.28796 -1.60892 -2.07785 -0.1 -0.1 -0.2
H 2.84634 -2.37984 -3.62502 -0.3 0.2 -0.1
H 5.43577 0.49488 -2.85160 -0.1 0.0 -0.1
H 5.38586 0.35682 -4.61981 -0.1 -0.3 0.0
```
Positions in Å, forces in eV/Å.

The multiplicity is 2. As for the expectation value of S²: 0.755. The charge is -1. The HOMO-LUMO gap (spin up / spin down) is 3.043 / 7.235 eV. The LUMO energy (spin up / spin down) comes out at 1.217 / 1.228 eV.

These are the Löwdin partial charges, in e, on atoms 1 to 6: -1.52, 0.37, 0.31, 0.24, -0.11, -1.41

---

3.
# C3H7O

2 unconnected molecules or ions with the total composition C3H7O (ωB97M-V/def2-TZVPD, the OMol25 dataset).

The geometry in XYZ format:
```
11
Properties=species:S:1:pos:R:3:forces:R:3
O 2.33673 -0.40160 0.22231 -0.2 0.3 -0.5
H 1.79907 -1.15867 -0.03461 0.1 -0.2 0.3
C -0.11153 1.10730 -0.59454 -0.4 0.4 0.7
C -0.94285 0.39292 0.27690 0.3 -0.7 -1.0
C -1.15489 -0.97368 0.33022 -0.1 0.4 0.6
H -0.24388 2.18028 -0.66604 0.3 0.0 -0.1
H 1.70555 0.31667 -0.05700 0.3 -0.1 0.6
H 0.52539 0.59450 -1.30080 -0.2 0.0 -0.5
H -1.55283 0.95260 0.97708 0.1 0.3 0.2
H -1.69030 -1.34543 1.19811 0.0 -0.4 -0.2
H -0.67045 -1.66488 -0.35163 0.0 -0.1 0.0
```
Positions in Å, forces in eV/Å.

The charge is -1. The HOMO-LUMO gap is 6.109 eV. The LUMO energy comes out at 4.908 eV.

These are the Löwdin partial charges, in e, on atoms 1 to 6: -0.15, 0.00, -0.20, -0.43, -0.18, -0.02

---

4.
# C23H28N4O6S2

C23H28N4O6S2 in the gas phase (ωB97M-V/def2-TZVPD, the OMol25 dataset).

The geometry in XYZ format:
```
63
Properties=species:S:1:pos:R:3:forces:R:3
C -3.67422 -2.51553 -4.40558 0.3 0.3 0.2
C -2.53239 -1.53728 -4.17762 -0.1 -0.2 -0.4
H -1.57555 -2.00004 -4.45578 -0.1 0.1 0.0
H -2.67812 -0.63408 -4.78407 0.1 -0.1 0.1
O -2.53104 -1.20266 -2.80196 0.0 0.1 0.4
C -1.60879 -0.31808 -2.33313 0.0 0.1 0.2
C -0.63610 0.27402 -3.13168 0.2 0.0 -0.1
C 0.26963 1.16954 -2.58445 -0.6 0.0 0.2
C 0.17263 1.54780 -1.24976 -0.1 0.1 -0.1
C -0.77697 0.95524 -0.43393 -0.2 -0.2 0.0
C -1.65407 -0.01459 -0.96172 0.1 0.0 0.1
O -2.53791 -0.55230 -0.07376 0.1 0.4 -0.4
C -2.77870 -1.95174 -0.10182 0.0 -0.6 0.1
C -1.49427 -2.76907 -0.02120 -0.3 0.3 -0.1
H -0.92806 -2.68501 -0.94598 0.1 0.0 -0.1
H -0.87160 -2.41045 0.79617 0.1 0.0 0.1
H -1.73480 -3.81541 0.14582 0.0 -0.1 0.0
H -3.35003 -2.22890 -0.99331 0.0 0.1 0.2
H -3.39539 -2.12141 0.78438 0.0 0.0 -0.1
O -0.92064 1.18807 0.89597 -0.3 -0.2 -0.4
C -0.19191 2.22733 1.51650 0.2 0.5 0.2
C -0.73422 3.61161 1.17650 0.1 -0.4 0.0
H -0.64763 3.81837 0.11270 0.0 0.1 -0.1
H -0.18292 4.36549 1.73121 0.1 0.1 0.0
H -1.78396 3.66731 1.45205 -0.1 0.0 0.0
H 0.87796 2.15003 1.27642 -0.1 -0.1 0.0
H -0.31660 2.04092 2.58659 0.1 0.0 -0.1
H 0.85072 2.28799 -0.85884 0.1 0.0 0.1
C 1.34535 1.72034 -3.44654 0.1 0.1 0.0
O 1.17618 2.14816 -4.56581 -0.1 0.0 -0.1
N 2.60054 1.75720 -2.87390 0.3 0.4 -0.3
C 3.02721 1.14204 -1.70301 0.2 -0.4 0.5
C 3.95094 1.79264 -0.88048 -0.1 -0.1 0.0
C 4.32080 1.23038 0.32587 0.1 0.0 -0.1
C 3.78060 0.01499 0.70133 0.2 -0.4 0.5
C 2.91896 -0.67653 -0.12858 0.0 -0.1 0.0
C 2.55166 -0.12131 -1.33754 0.3 0.1 0.0
H 1.89088 -0.65554 -2.00001 -0.1 -0.1 0.0
H 2.55480 -1.64216 0.18277 -0.1 -0.1 -0.1
S 4.16288 -0.62273 2.31399 -0.2 0.6 0.3
O 5.49780 -0.27708 2.68388 0.0 0.3 -0.1
O 3.71188 -1.97172 2.43957 -0.2 0.1 -0.3
N 3.18198 0.38711 3.26797 1.1 -0.3 -0.3
C 1.90157 0.07735 3.61068 -1.1 -0.9 -0.5
N 1.27723 0.59381 4.61586 1.6 0.7 0.0
N 0.02805 0.15793 4.73480 -1.3 -0.2 0.5
C -0.34232 -0.67997 3.84248 0.6 -0.3 -0.7
C -1.69258 -1.29149 3.78474 -0.3 0.1 0.0
C -2.73116 -0.27538 3.30415 0.1 -0.2 0.0
H -2.73266 0.58792 3.96389 0.0 0.1 0.1
H -2.50480 0.05111 2.29307 0.0 0.1 -0.1
H -3.72013 -0.72654 3.31618 -0.1 0.0 0.0
H -1.95397 -1.62878 4.79052 0.1 -0.1 -0.1
H -1.67322 -2.15309 3.11788 0.0 -0.1 0.1
S 0.93852 -1.03521 2.66863 -0.5 0.4 0.9
H 3.66954 0.96007 3.94014 0.3 0.0 0.0
H 5.02047 1.71764 0.98552 0.1 0.2 0.0
H 4.35469 2.74738 -1.18297 0.0 0.1 0.0
H 3.27009 2.33870 -3.36307 -0.2 -0.1 0.0
H -0.55678 0.04640 -4.18164 0.0 0.0 -0.1
H -3.52213 -3.41333 -3.81222 0.0 -0.1 0.0
H -4.61606 -2.06035 -4.11194 -0.1 0.0 0.0
H -3.72188 -2.78717 -5.45595 0.0 0.0 -0.1
```
Positions in Å, forces in eV/Å.

The charge is 0. Its SMILES is CCOc1cc(C(=O)Nc2ccc(S(=O)(=O)Nc3nnc(CC)s3)cc2)cc(OCC)c1OCC. The HOMO-LUMO gap is 8.599 eV. The LUMO energy comes out at 0.085 eV.

These are the Löwdin partial charges, in e, on atoms 1 to 6: -0.06, -0.25, 0.13, 0.13, -0.06, -0.18

---

no.,energy (hartree)
1,-934.4245
2,-26811.4850
3,-193.6951
4,-2360.0519